No. 1
ORCA calculation (the ωB97M-V functional and the def2-TZVPD basis) on the ion C3H7N2S with charge +1 at a distorted geometry.

Cartesian coordinates (Å):
C1 0.97790 1.05356 0.06250
C2 -0.51027 0.92502 0.11136
C3 -0.55377 -1.55992 0.24776
N1 1.80297 0.09152 0.01878
N2 -1.01804 -0.39129 -0.42929
S1 3.32706 -0.20870 -0.03678
H1 1.33152 2.07968 0.12339
H2 -0.85515 1.01276 1.14953
H3 -0.96876 1.73214 -0.46743
H4 -0.70088 -1.63593 1.30621
H5 -0.02082 -2.30682 -0.29850
H6 -2.04693 -0.33223 -0.36427
H7 -0.76484 -0.45977 -1.42325

The calculation puts the largest force on an atom at 1.669 eV Å⁻¹. The energy above the lowest of the compared OMol25 structures with the same formula, charge and spin comes out at 27.02 kcal/mol. The value obtained for the HOMO energy (spin up / spin down) is -12.549 / -12.557 eV. Its frontier orbital gap (spin up / spin down) is 8.8 / 7.0 eV. The multiplicity is 3. As for the energy: -17029.16935 eV. Its total charge is +1. The expectation value of S² is 2.01.

***

No. 2
ORCA calculation (the ωB97M-V functional and the def2-TZVPD basis) on a cluster of 2 separate species, C2H2N2OS in total at a distorted geometry.

Cartesian coordinates (Å):
C1 2.59543 -0.19481 0.73901
N1 1.86885 -1.09598 0.46983
S1 0.95619 -2.33033 0.29078
H1 3.39909 0.50771 0.52976
N2 -2.60767 0.06394 -0.22352
C2 -1.54198 0.62464 -0.33560
O1 -0.46274 0.93168 -0.37424
H2 -3.52705 0.36812 -0.32870

The calculation puts the largest force on an atom at 4.850 eV Å⁻¹. The energy above the lowest of the compared OMol25 structures with the same formula, charge and spin comes out at 45.75 kcal/mol. The value obtained for the HOMO energy (spin up / spin down) is -8.583 / -8.583 eV. Its frontier orbital gap (spin up / spin down) is 9.0 / 9.0 eV. The structure (SMILES) is C#[N+][S-].N=C=O. The multiplicity is 1. As for the energy: -17966.99240 eV.

***

No. 3
ORCA calculation (the ωB97M-V functional and the def2-TZVPD basis) on an isolated molecule of C22H25N3O4S2 at a distorted geometry.

Cartesian coordinates (Å):
C1 -1.70577 -3.83744 5.98381
C2 -1.04684 -4.63008 5.16191
C3 -0.09519 -4.14925 4.10590
N1 -0.27022 -4.83153 2.84356
C4 0.42428 -6.06797 2.60251
C5 1.84765 -5.87957 2.16216
C6 2.40503 -4.72478 1.85169
S1 -1.61649 -4.43249 1.95882
O1 -2.69861 -4.07113 2.82660
O2 -1.82209 -5.46610 0.98472
C7 -1.03199 -2.95639 1.13735
C8 -1.35435 -1.71075 1.63786
C9 -0.84133 -0.56962 1.04695
C10 0.00212 -0.68451 -0.05768
N2 0.57046 0.39094 -0.72722
C11 0.50890 1.71532 -0.51561
S2 -0.28117 2.54154 0.66946
N3 1.22096 2.49469 -1.42388
C12 1.94919 2.10498 -2.50964
O3 2.10136 0.94200 -2.83343
C13 2.57904 3.26061 -3.26470
C14 1.69889 4.47885 -3.29451
C15 0.65206 4.56578 -4.20045
C16 -0.19625 5.65882 -4.21576
C17 -0.00970 6.69677 -3.30746
O4 -0.77455 7.81454 -3.23083
C18 -1.85857 7.95617 -4.11788
C19 1.04155 6.61392 -2.39188
C20 1.87923 5.51972 -2.38641
C21 0.31471 -1.95486 -0.55822
C22 -0.19834 -3.08596 0.04074
H1 -2.37945 -4.22249 6.72916
H2 -1.60100 -2.76610 5.94075
H3 -1.17184 -5.70311 5.21072
H4 0.94058 -4.30860 4.42751
H5 -0.24011 -3.07909 3.93317
H6 -0.13095 -6.58133 1.81103
H7 0.40111 -6.71114 3.49318
H8 2.41368 -6.80016 2.10451
H9 3.43176 -4.65659 1.53570
H10 1.85111 -3.80177 1.89766
H11 -2.02223 -1.64818 2.48241
H12 -1.09588 0.40062 1.43772
H13 1.14124 0.13754 -1.54403
H14 1.13857 3.49273 -1.25147
H15 2.80397 2.90740 -4.27241
H16 3.52689 3.48870 -2.76924
H17 0.49527 3.76677 -4.91047
H18 -0.99608 5.68926 -4.93814
H19 -1.52456 7.97876 -5.16014
H20 -2.31981 8.91001 -3.86773
H21 -2.59234 7.15476 -3.98645
H22 1.17831 7.42396 -1.69380
H23 2.69207 5.47936 -1.67453
H24 0.96275 -2.04044 -1.41849
H25 0.02645 -4.07279 -0.33043

The calculation puts the largest force on an atom at 1.074 eV Å⁻¹. The energy above the lowest of the compared OMol25 structures with the same formula, charge and spin comes out at 57.89 kcal/mol. The value obtained for the HOMO energy is -8.583 eV. Its frontier orbital gap is 8.6 eV. The structure (SMILES) is C=CCN(CC=C)S(=O)(=O)c1ccc(NC(=S)NC(=O)Cc2ccc(OC)cc2)cc1. The multiplicity is 1. As for the energy: -57549.41768 eV.

***

No. 4
ORCA calculation (the ωB97M-V functional and the def2-TZVPD basis) on a cluster of 2 separate species, C3H6N2O in total at a distorted geometry.

Cartesian coordinates (Å):
N1 -1.82662 -1.00147 -1.23085
C1 -1.82829 -0.22553 -0.37278
C2 -1.91025 0.74348 0.73806
O1 -1.06241 1.57098 0.94595
H1 -2.81919 0.64383 1.35042
C3 1.62745 -0.57595 0.16387
N2 1.22238 0.34635 -0.88743
H2 0.81073 -1.14334 0.64648
H3 2.15047 -0.01953 0.94785
H4 2.33527 -1.30393 -0.24527
H5 0.66473 1.09779 -0.49323
H6 0.63574 -0.13268 -1.56307

The calculation puts the largest force on an atom at 1.139 eV Å⁻¹. The energy above the lowest of the compared OMol25 structures with the same formula, charge and spin comes out at 55.42 kcal/mol. The value obtained for the HOMO energy is -9.096 eV. Its frontier orbital gap is 8.0 eV. The structure (SMILES) is N#CC=O.CN. The multiplicity is 1. As for the energy: -8234.29528 eV.

***

No. 5
ORCA calculation (the ωB97M-V functional and the def2-TZVPD basis) on a cluster of 2 separate species, C14H34NO2Si in total at a distorted geometry.

Cartesian coordinates (Å):
C1 5.00671 2.88029 -0.73194
C2 4.08263 3.82048 -0.38941
Si1 3.23286 4.84832 -1.73295
C3 1.59023 5.50850 -1.06662
C4 0.38920 4.52964 -1.10156
C5 0.69378 3.08601 -0.65828
C6 0.80900 2.12010 -1.85655
O1 1.81119 1.12065 -1.63611
H1 4.78834 1.83027 -0.54723
H2 5.92676 3.16898 -1.23061
H3 3.84093 3.91262 0.67216
H4 2.96915 3.92757 -2.85186
H5 4.15454 5.94291 -2.10692
H6 1.32679 6.34480 -1.72105
H7 1.70223 5.95579 -0.08042
H8 -0.35597 4.93325 -0.41577
H9 -0.07256 4.53852 -2.08742
H10 -0.18555 2.74802 -0.09466
H11 1.54136 2.99714 0.01887
H12 -0.16048 1.65834 -2.06610
H13 1.14935 2.68398 -2.71727
H14 1.61496 0.73087 -0.77391
C7 -3.58127 -2.72162 -0.46532
C8 -2.06769 -2.77591 -0.46456
N1 -1.38708 -1.71807 0.38076
C9 -1.75497 -0.37161 -0.18033
C10 0.11688 -1.81257 0.20506
C11 0.80529 -3.06714 0.71536
C12 -1.82567 -1.69417 1.83615
C13 -1.73788 -2.97340 2.65147
O2 -2.54411 -3.98714 2.09800
C14 -2.08157 -5.31617 2.33229
H15 -3.96103 -1.80286 -0.91143
H16 -3.95574 -3.54479 -1.07210
H17 -4.00966 -2.82806 0.52743
H18 -1.69411 -2.62789 -1.47944
H19 -1.71652 -3.74483 -0.13104
H20 -1.49767 -0.35931 -1.23632
H21 -1.19067 0.38670 0.35793
H22 -2.81660 -0.20162 -0.04035
H23 0.53991 -0.93492 0.69328
H24 0.28651 -1.71938 -0.86767
H25 1.02102 -3.00162 1.77883
H26 1.77321 -3.15390 0.22228
H27 0.25591 -3.98423 0.51422
H28 -2.86110 -1.35988 1.81998
H29 -1.22240 -0.91954 2.31002
H30 -2.11796 -2.73578 3.65256
H31 -0.70973 -3.30473 2.78109
H32 -1.33776 -5.36237 3.12834
H33 -1.64863 -5.71776 1.41091
H34 -2.93438 -5.93248 2.60824

The calculation puts the largest force on an atom at 2.009 eV Å⁻¹. The energy above the lowest of the compared OMol25 structures with the same formula, charge and spin comes out at 0.00 kcal/mol. The value obtained for the HOMO energy is -9.708 eV. Its frontier orbital gap is 7.2 eV. The multiplicity is 1. As for the energy: -28521.91244 eV. Its total charge is +1.

***

No. 6
ORCA calculation (the ωB97M-V functional and the def2-TZVPD basis) on an isolated molecule of C12H13BrO2 at a distorted geometry.

Cartesian coordinates (Å):
C1 -0.01859 -4.15300 -1.09433
C2 -0.54854 -3.27457 -2.04634
C3 0.72716 -3.55749 -0.12111
C4 -0.34511 -1.89244 -2.08399
C5 0.93735 -2.17539 -0.05033
C6 0.53719 -1.32616 -1.15631
C7 -0.66130 0.61198 2.12024
C8 0.95932 1.94152 0.40234
C9 0.70937 0.06400 -1.09491
C10 -0.44770 1.82965 1.16170
C11 -1.30668 0.71785 0.76424
C12 -1.09054 3.15017 1.45037
O1 1.48232 0.74175 -0.16939
O2 0.11797 0.85452 -2.06346
Br1 -3.08209 0.93414 0.16826
H1 -0.25143 -5.29831 -1.08484
H2 -1.33427 -3.69093 -2.81382
H3 1.22340 -4.12303 0.76096
H4 -0.81697 -1.49584 -2.89940
H5 1.49791 -1.67178 0.77790
H6 0.32669 0.06356 2.39117
H7 -1.23530 0.69738 2.95788
H8 0.82280 2.68271 -0.34845
H9 1.79981 2.25331 1.01900
H10 -0.55805 3.78294 0.67639
H11 -0.75204 3.52419 2.46828
H12 -2.12814 3.19307 1.38424
H13 0.78187 1.48307 -2.47891

The calculation puts the largest force on an atom at 4.312 eV Å⁻¹. The energy above the lowest of the compared OMol25 structures with the same formula, charge and spin comes out at 113.63 kcal/mol. The value obtained for the HOMO energy (spin up / spin down) is -6.552 / -7.880 eV. Its frontier orbital gap (spin up / spin down) is 6.3 / 7.9 eV. The multiplicity is 1. As for the energy: -86786.64480 eV.